Below is one molecule with the formula C9H8ClNS in a non-equilibrium geometry, with properties calculated with ωB97M-V/def2-TZVPD.

Positions of all 20 atoms, in Å:
1 C 1.17905 -0.11164 -2.06385
2 C 0.39052 0.70747 -1.05657
3 C 0.32739 2.06665 -1.06505
4 C -0.99911 1.17026 0.83678
5 C -1.65409 0.80474 2.05082
6 C -1.72643 -0.53692 2.39377
7 C -1.10742 -1.52313 1.57915
8 C -0.41963 -1.17929 0.43603
9 C -0.34602 0.19233 0.11237
10 H 2.73948 -0.32893 -0.74697
11 H 2.82617 -1.38993 -2.03157
12 H 1.60243 0.61552 -2.76741
13 H 0.45917 -0.71864 -2.65994
14 H 0.76936 2.68081 -1.85079
15 H -2.06863 1.54902 2.73224
16 H -2.24673 -0.77742 3.28656
17 H 0.15382 -1.89925 -0.06980
18 N 2.15102 -0.93258 -1.38480
19 S -0.68004 2.74484 0.21109
20 Cl -1.35032 -3.13391 2.05794

The HOMO-LUMO gap comes out at 9.12 eV. The spin multiplicity is 1. The value obtained for the energy relative to the best compared isomer or geometry (same formula, charge and spin) is 6.03 kcal per mole. Its HOMO energy is -8.31 eV. The energy comes out at -1260.89286 Ha. Its charge is 0.

Löwdin atomic charge list, values in e, 4 entries: -0.2596, -0.2603, -0.3409, -0.4996